19
Properties=species:S:1:pos:R:3:forces:R:3:lowdin_spin:R:1 method="wB97M-V/def2-TZVPD" energy_ha=-364.52660 homo_lumo_gap_ev="4.816 / 5.247" total_charge=-2 multiplicity=2
C 1.070049 0.093740 0.954284 1.482 4.035 -0.581 0.21
N 0.595643 -1.954172 0.518683 -0.623 -1.758 -1.111 0.54
C -0.378295 -2.079848 -0.510534 0.087 0.301 -1.557 0.08
O -0.973918 -0.855551 -1.165483 0.817 -0.700 1.226 0.04
C -0.214587 0.662103 1.634655 0.785 -0.676 -0.431 0.02
C -0.691145 1.963953 0.963126 -0.082 -1.327 -0.642 0.01
H 1.361475 0.985864 0.325548 0.139 -0.659 -0.051 0.02
H 1.978188 -0.012047 1.574805 -0.583 -0.457 0.422 0.01
H 1.218961 -0.823640 0.131804 -0.669 -0.029 1.140 0.03
H -1.287619 -2.585698 -0.113995 0.127 -0.224 -0.296 0.02
H -0.005186 -2.626094 -1.503386 -0.436 0.111 1.421 0.01
H -0.975108 -0.123059 1.460507 0.126 0.450 0.699 0.00
H 0.013312 0.896451 2.688750 -0.403 -0.608 0.059 0.00
H -0.502503 1.799082 -0.106769 -0.088 0.552 0.009 0.00
H -0.191124 2.870376 1.305258 0.032 0.024 0.076 0.00
H -1.769970 2.000721 1.094044 -0.310 0.559 0.131 0.00
H -0.209619 -0.261242 -1.370489 -0.505 0.334 -0.414 0.00
H 0.854594 1.475991 -2.944844 -0.069 -0.108 0.108 0.00
O 0.456985 1.402521 -2.066686 0.173 0.180 -0.211 0.00

12
Properties=species:S:1:pos:R:3:forces:R:3:lowdin_spin:R:1 method="wB97M-V/def2-TZVPD" energy_ha=-1039.66055 homo_lumo_gap_ev="8.309 / 5.610" multiplicity=3
C 0.868828 0.075368 -1.221417 0.588 2.395 0.667 0.10
C 0.801735 0.582900 0.210665 1.183 1.104 0.011 0.02
N -0.269979 0.158712 1.108797 1.890 -1.320 1.268 0.06
N 0.434524 -0.984581 -1.735564 -0.591 -1.409 -0.007 0.13
N -1.500589 0.454828 0.597229 -2.444 -0.054 -0.995 0.01
S -0.185025 -2.179483 -0.598422 0.621 0.413 -1.006 0.86
S -0.039350 -1.469574 1.836640 -0.144 1.300 -0.841 0.79
H 1.329966 0.965474 -1.819611 -0.551 -2.153 0.176 0.00
H 1.899262 0.477609 0.624133 -2.214 -0.046 -0.305 0.01
H 0.685013 1.681766 -0.011369 -0.102 -0.775 0.854 0.00
H -2.303617 0.334507 1.272031 1.711 0.130 -0.781 0.00
H -1.720769 -0.097526 -0.263112 0.053 0.414 0.959 0.01

13
Properties=species:S:1:pos:R:3:forces:R:3:nbo_charge:R:1 method="wB97M-V/def2-TZVPD" energy_ha=-646.57006 homo_lumo_gap_ev=9.119 smiles="C=NSCCO"
C -2.512323 0.769616 0.068372 3.808 -4.903 -0.200 -0.05
N -1.218804 0.542187 -0.262604 -4.251 -0.462 0.985 -0.58
S -0.783105 -1.217272 -0.311780 -0.408 1.195 1.600 0.32
C 0.868920 -1.031776 0.561666 -0.480 -2.275 -0.018 -0.57
C 1.614981 -0.128146 -0.522218 1.849 0.560 -0.056 -0.11
O 1.684176 1.227075 0.089607 0.376 -1.816 -1.212 -0.73
H -2.887216 1.732102 0.065266 -0.480 2.008 -0.105 0.18
H -3.227193 -0.103732 0.424931 1.496 1.759 -0.910 0.17
H 1.156726 -2.250918 0.841618 -0.362 3.567 -1.380 0.24
H 0.772965 -0.559969 1.616112 0.129 -0.426 -2.131 0.26
H 2.665940 -0.504877 -0.925878 -1.801 0.863 1.622 0.20
H 1.062214 -0.021380 -1.512673 0.273 -0.414 1.594 0.20
H 0.802724 1.547092 -0.132417 -0.149 0.342 0.211 0.48

16
Properties=species:S:1:pos:R:3:forces:R:3:nbo_charge:R:1 method="wB97M-V/def2-TZVPD" energy_ha=-723.02211 homo_lumo_gap_ev=8.983 smiles="N[C@H](C=O)CS.O"
N -0.637189 -1.581356 0.022014 -1.588 -2.483 0.640 -0.86
C 0.443302 -1.205697 0.909887 -1.838 2.578 1.537 -0.18
C -0.137061 -0.824227 2.429426 1.887 -1.950 -4.347 0.43
O 0.050105 0.319568 2.628976 -0.966 1.848 2.886 -0.51
C 0.959391 0.079894 0.306774 1.595 -0.381 -0.978 -0.49
S 1.245574 -0.105981 -1.536080 2.130 -1.783 1.897 -0.06
H -1.046202 -2.522118 0.343696 0.159 2.284 -0.932 0.37
H -1.352537 -0.787563 -0.196281 1.816 -2.201 1.011 0.39
H 1.369446 -1.721656 1.110141 -0.213 -1.832 -0.712 0.21
H -0.582944 -1.679339 3.014443 -0.034 0.976 0.195 0.12
H 0.303940 0.856762 0.291411 -2.770 1.895 0.202 0.21
H 1.726825 0.579556 0.887163 0.924 -0.588 -0.310 0.23
H 2.050082 -1.272683 -1.229152 -1.112 1.648 -1.087 0.13
O -1.352897 3.671108 -3.224380 -2.191 -1.089 2.910 -0.92
H -1.071708 2.764240 -3.338092 0.743 -0.382 -0.781 0.46
H -1.968134 3.429497 -2.419942 1.459 1.463 -2.130 0.46